No. 1
# C16H16Cl8OTc

A molecular structure, C16H16Cl8OTc in a non-equilibrium geometry (ωB97M-V/def2-TZVPD, OMol25).

Results
E_LUMO (alpha / beta): 4.162 / 4.163 eV
relative energy (zero: lowest compared OMol25 entry of this formula, charge and spin): 0.0 kJ/mol
gap between HOMO and LUMO (alpha / beta): 0.1920 / 0.1956 hartree
<S²>: 3.80

Geometry as ORCA input:
```
! wB97M-V def2-TZVPD RIJCOSX def2/J DEFGRID3
* xyz -2 4
C -0.69011 0.77067 -1.59056
C -0.81412 -0.60296 -2.09061
C 0.48418 -1.13467 -2.25951
C -2.04589 -1.23495 -2.55775
C 1.44037 -0.11312 -1.96779
C 0.74970 1.06924 -1.61758
C 1.30365 2.44148 -1.65095
C -1.70307 1.81442 -1.89836
C 0.78379 -2.49427 -2.75469
C 2.90650 -0.26764 -2.11038
Tc -0.46450 0.14229 0.42852
Cl -2.86886 -3.29958 0.04610
Cl -2.65408 -0.09684 0.66530
Cl 0.17451 -2.00182 0.52657
H -2.89660 -0.56488 -2.42452
H -2.26006 -2.16527 -1.99608
H -1.94724 -1.46950 -3.62896
H -0.00444 -3.18005 -2.42554
H 1.75216 -2.83797 -2.37538
H 0.83038 -2.55412 -3.85339
H 3.23768 -1.16022 -1.56066
H 3.42964 0.60682 -1.71185
H 3.23863 -0.39494 -3.15222
H 2.26188 2.51217 -1.12223
H 0.59984 3.14794 -1.20357
H 1.47394 2.76423 -2.68939
H -2.70139 1.49884 -1.60190
H -1.68742 1.97758 -2.98331
H -1.47701 2.75348 -1.39549
O -0.48607 1.97073 1.04159
H 0.34769 2.46439 1.18028
Cl -1.37056 -1.51319 3.33296
C 0.11356 -0.68998 3.48216
C 0.69518 -0.07340 2.37693
C 1.99584 0.39065 2.49034
Cl 2.81480 0.96212 1.08024
C 2.70163 0.35936 3.71423
Cl 4.28816 0.97473 3.80748
C 2.06074 -0.15253 4.86568
Cl 2.83970 -0.10610 6.38011
C 0.75992 -0.68882 4.74612
Cl -0.03333 -1.30973 6.12706
*
```

---

No. 2
# C4H5FN2

2 unconnected molecules or ions with the total composition C4H5FN2 in a non-equilibrium geometry (ωB97M-V/def2-TZVPD, OMol25).

Results
E_LUMO: 0.703 eV
relative energy (zero: lowest compared OMol25 entry of this formula, charge and spin): 347.7 kJ/mol
gap between HOMO and LUMO: 0.3488 hartree

Geometry as ORCA input:
```
! wB97M-V def2-TZVPD RIJCOSX def2/J DEFGRID3
* xyz 0 1
C 0.93035 0.68660 -0.02403
C 1.63512 -0.56585 0.29450
C 0.33282 -0.60543 -0.47936
C -0.82419 -0.81663 0.33678
N -3.91523 1.23321 0.12326
N -2.86477 1.46949 0.45288
F -1.86198 -1.18411 -0.35291
H 0.45261 1.08407 0.89854
H 1.24178 1.29899 -0.93588
H 2.58656 -0.70026 -0.14144
H 1.79919 -0.84672 1.34124
H 0.48774 -1.05338 -1.51357
*
```

---

No. 3
# C42H80N3O7PSi2

A molecular structure, C42H80N3O7PSi2 in a non-equilibrium geometry (ωB97M-V/def2-TZVPD, OMol25).

Results
E_LUMO (alpha / beta): 0.452 / -1.442 eV
gap between HOMO and LUMO (alpha / beta): 0.3000 / 0.2304 hartree
<S²>: 2.01

Geometry as ORCA input:
```
! wB97M-V def2-TZVPD RIJCOSX def2/J DEFGRID3
* xyz 0 3
C 7.22109 -1.65994 6.33302
C 6.26924 -1.65332 4.98787
C 4.86710 -2.54085 5.17864
C 3.60418 -1.73508 4.46492
N 2.82322 -2.56869 3.47341
Si 1.10599 -2.80413 3.94360
C 0.36177 -4.26417 2.86840
C -0.92717 -4.99643 3.56866
O -0.86663 -6.10874 4.34756
O -2.28994 -4.45631 3.33680
C 1.07868 -3.48096 5.78619
C 0.06818 -2.47744 6.66132
C -1.58489 -2.45473 6.45121
C -2.60290 -1.44342 7.26500
C -1.91949 -0.40535 8.34079
C -0.27460 -0.41148 8.60131
C 0.37920 0.66093 9.69763
C 0.71147 -1.44597 7.76439
O 0.11429 -1.36047 3.94573
Si 0.39826 -0.32357 2.56327
C 0.43010 -1.19885 0.85175
C -1.08525 -1.29046 0.14833
C -2.12151 -2.26788 0.95714
C -1.13659 0.90258 2.49989
C -1.11584 1.92217 3.80067
C -2.55294 2.72861 3.82500
C -3.37223 2.55933 5.24248
O -3.03974 3.33775 6.29523
O -4.48833 1.56586 5.26747
P 2.16718 1.02448 2.80393
C 1.80152 2.45161 1.53236
C 2.22041 1.78761 4.55564
C 2.33227 3.44207 4.56902
H 8.34018 -1.76898 5.96586
H 7.08120 -0.59676 6.85322
H 6.92688 -2.50782 7.10726
H 6.06917 -0.53151 4.71696
H 6.91091 -2.09544 4.08464
H 5.09569 -3.58595 4.67459
H 4.65277 -2.65031 6.32657
H 4.09047 -0.85081 3.86206
H 2.86420 -1.30395 5.26313
H 3.29602 -3.51478 3.35259
H 1.20362 -5.08309 2.72310
H 0.02757 -3.92122 1.79860
H -2.92242 -5.23547 3.51364
H 0.60246 -4.54880 5.87144
H 2.17442 -3.50999 6.24354
H -2.02085 -3.21115 5.65015
H -3.77117 -1.46612 7.02967
H -2.63519 0.34488 8.90527
H -0.18348 0.48238 10.71408
H 1.52448 0.37668 9.83873
H 0.23400 1.74892 9.28030
H 1.87110 -1.43691 7.92483
H 1.04249 -0.47865 0.12193
H 0.98486 -2.22810 0.81677
H -0.95998 -1.76798 -0.93895
H -1.54783 -0.21690 -0.03439
H -3.19273 -2.09992 0.45751
H -1.83260 -3.39104 0.75440
H -2.25824 -2.02555 2.09314
H -1.19408 1.48412 1.47410
H -2.08440 0.19631 2.66107
H -0.98726 1.37365 4.82635
H -0.25017 2.69150 3.62397
H -3.25193 2.34499 2.94200
H -2.37079 3.89043 3.63365
H -4.42515 1.14519 6.19462
H 1.94615 2.00172 0.44911
H 2.46401 3.41136 1.72866
H 0.67593 2.81560 1.57962
H 3.18956 1.37898 5.12046
H 1.30546 1.48469 5.23124
H 3.36087 3.81434 4.10267
H 2.31434 3.82328 5.69472
H 1.48643 3.97858 3.96383
C 0.80043 0.12253 -5.50952
C 1.88501 0.01853 -4.39582
C 3.31216 0.10096 -5.00610
C 3.78724 -1.18275 -5.67670
C 3.62422 -2.37245 -4.73693
C 2.17299 -2.51513 -4.21446
N 1.65190 -1.24016 -3.60910
O 2.26809 -1.08324 -2.35456
C 1.26193 -2.97309 -5.38749
C 2.11678 -3.71530 -3.21673
C 1.69066 1.32495 -3.55402
H 0.03530 -0.65447 -5.42706
H 0.23937 1.06452 -5.45980
H 1.23316 0.06360 -6.51490
H 4.03704 0.35254 -4.22057
H 3.36496 0.91932 -5.73695
H 3.24787 -1.34884 -6.61244
H 4.84764 -1.07942 -5.94942
H 3.93064 -3.28617 -5.26218
H 4.32100 -2.25927 -3.89745
H 0.21839 -3.05171 -5.06597
H 1.56291 -3.96395 -5.75142
H 1.30271 -2.31407 -6.25522
H 2.81688 -3.60492 -2.38214
H 2.38113 -4.65480 -3.71619
H 1.10741 -3.83823 -2.80290
H 0.71570 1.33236 -3.05165
H 1.73592 2.21263 -4.19730
H 2.46901 1.45915 -2.79444
C -4.96583 4.19844 -5.57676
C -3.61381 3.82186 -6.25329
C -3.43579 4.58740 -7.59428
C -4.24641 4.02376 -8.75554
C -4.00311 2.52581 -8.90408
C -4.28572 1.75086 -7.59298
N -3.55196 2.32921 -6.41371
O -2.19878 1.96576 -6.53606
C -5.81816 1.74927 -7.33341
C -3.95129 0.24263 -7.82194
C -2.52958 4.38934 -5.27577
H -5.53403 3.32194 -5.25298
H -4.82526 4.78631 -4.66065
H -5.60844 4.79070 -6.23841
H -2.37858 4.57439 -7.89079
H -3.69829 5.64605 -7.46387
H -5.30998 4.23386 -8.61840
H -3.95185 4.53235 -9.68510
H -4.63324 2.14118 -9.71629
H -2.96660 2.36502 -9.22474
H -6.05632 1.23973 -6.39416
H -6.34880 1.21649 -8.13304
H -6.25670 2.74704 -7.30084
H -2.91829 0.08300 -8.14799
H -4.58907 -0.18756 -8.60308
H -4.11581 -0.34190 -6.90736
H -2.55804 3.87339 -4.30832
H -2.69851 5.45644 -5.08450
H -1.51329 4.30901 -5.67764
*
```